124
Properties=species:S:1:pos:R:3:forces:R:3:lowdin_charge:R:1 method="wB97M-V/def2-TZVPD" max_force_ha_per_bohr=0.19973 e_above_lowest_kcal_mol=0.00 e_tot_ha=-3051.7403 gap_ev=4.0
O -5.68256 0.36231 1.67639 1.333 -0.409 0.519 -0.061
O -0.38068 0.72945 1.23663 -3.367 2.939 -0.175 0.068
O -0.50452 -6.17967 -3.57035 0.950 1.923 1.572 0.049
O -1.45912 -0.63098 -0.21638 1.744 1.695 0.857 -0.066
O 4.22592 4.72288 0.28295 -1.932 -2.719 -0.685 0.061
O -1.52801 7.32013 0.70841 -0.629 0.426 -0.850 0.035
O -6.06795 4.07290 -5.44106 1.010 -2.333 -0.345 0.042
O 1.70311 -6.45065 3.15468 0.061 2.634 -0.390 -0.040
O -0.26838 -3.98255 -3.60918 0.329 -3.429 3.139 -0.043
O 1.50211 -0.54699 -6.26909 0.955 -0.395 6.910 0.191
O -2.88002 1.69566 6.42846 2.201 1.307 -0.524 -0.033
O 0.57534 -1.05227 0.57183 3.429 -1.994 -0.429 -0.036
O -5.88550 1.93873 -6.07283 0.855 2.226 1.107 0.043
O 3.04241 3.11866 -0.75591 0.718 1.241 0.354 0.038
N -0.29176 5.44069 0.82336 1.242 -0.648 1.544 -0.154
N 2.34545 -4.98436 1.59606 0.263 -1.637 -1.679 -0.191
N -0.81489 2.48460 5.71431 1.489 1.211 0.781 -0.165
N 3.58220 3.64192 0.21189 1.010 0.096 1.480 -0.329
N -5.59921 2.91977 -5.35563 -0.783 -0.115 1.028 -0.354
N 1.76980 -0.60644 -5.00235 1.577 2.191 -4.808 0.076
N -4.51521 -0.78083 3.20950 1.618 -0.362 3.552 -0.199
N -0.38355 -5.11489 -2.93982 -2.134 1.299 -3.098 -0.277
C 4.32273 -1.02501 -5.13212 -0.336 1.841 2.612 0.026
C -0.39432 -0.33596 0.44115 -3.497 -2.239 -1.128 -0.864
C -4.75301 3.66347 -2.86134 2.004 -6.570 -0.015 0.054
C -1.24137 -6.44168 -0.91809 0.514 4.099 2.839 0.038
C 0.50132 5.92832 1.96892 -4.707 2.592 -0.342 -0.027
C -0.70990 -3.89882 -0.65461 -1.164 -2.637 0.606 0.045
C -3.11564 1.03501 -2.62828 -0.721 1.398 -1.053 -0.046
C 1.29350 0.48626 -4.05307 -2.537 0.548 0.704 -0.369
C -2.03875 2.61279 6.24206 -2.622 -3.339 -0.055 -0.324
C -0.38568 1.27066 5.08630 0.462 -1.838 -0.885 -0.071
C 2.99907 -1.83819 -2.99993 -0.049 0.098 -2.285 -0.124
C -0.17225 4.04451 0.42924 4.469 0.385 -1.936 -0.066
C 3.50484 2.81220 1.48398 -1.214 -1.420 3.605 -0.057
C 3.84116 2.48232 3.99263 -0.440 -0.562 -2.142 -0.080
C -1.76594 -5.16526 1.31318 2.263 -0.099 -3.443 -0.104
C 2.00586 1.88262 -4.26638 0.381 -0.656 -2.434 0.018
C 2.85399 -0.55993 -2.25473 -5.333 -2.685 2.850 -0.190
C -3.79609 1.40453 -4.00174 -2.237 3.162 3.381 0.041
C 0.13242 3.69122 5.61699 -2.592 -0.634 -0.692 0.000
C -0.76198 -5.15102 -1.48078 -0.645 0.174 2.929 -0.119
C -3.35181 1.82977 -1.42410 -4.123 2.802 -8.979 -0.047
C -4.17351 3.06586 -1.56884 0.706 0.708 -2.966 -0.036
C 3.93143 3.36636 2.76071 -2.875 -7.918 -0.887 0.041
C 2.70794 -3.70530 1.11749 -0.510 -0.180 -1.674 -0.059
C -4.76817 2.65230 -4.11068 3.598 -0.602 4.297 -0.048
C 2.88938 -1.52217 -4.55670 0.874 -2.897 -1.168 -0.339
C -1.67962 -6.36367 0.56404 0.191 -1.750 -3.578 -0.042
C -5.61632 -0.90599 4.13648 -2.927 -0.711 -1.704 -0.053
C 3.28342 1.17351 4.00042 -1.588 -0.068 -0.871 -0.077
C -4.61040 -0.11286 2.11297 -1.330 2.493 -4.160 -0.362
C -3.22820 -1.38371 3.59257 1.945 6.216 1.677 -0.032
C 2.67428 -6.16283 0.83725 2.186 -0.448 -2.451 -0.063
C 2.54979 -2.84998 -5.29870 -5.059 2.701 5.319 0.000
C 2.78912 1.41175 1.48597 2.154 2.423 4.222 0.004
C 1.89860 -5.26671 2.77844 -0.760 -1.083 4.191 -0.358
C -0.23475 0.60238 -4.40753 1.198 1.541 3.413 -0.015
C -1.25836 6.22773 0.27836 0.905 -1.484 1.069 -0.342
C 1.44695 0.01569 -2.53822 -0.802 -1.607 -0.467 -0.088
C 2.61844 0.59503 2.70038 2.497 1.044 -0.665 -0.036
C -1.17706 -3.98759 0.77994 0.273 1.627 -1.141 -0.043
H 2.35317 -2.77449 -6.23843 -0.881 1.022 -5.975 0.023
H 1.82984 -4.34231 3.49896 -0.259 -1.452 -1.072 0.165
H 2.33210 -2.72033 -2.84923 0.402 0.973 0.605 0.131
H -4.13066 3.76243 -0.69655 -0.450 -0.696 -0.772 0.090
H -2.24979 -0.80140 3.22305 -2.441 -1.550 0.833 0.145
H 0.20560 5.64707 2.94986 -1.261 -0.971 0.792 0.061
H 3.07880 1.78459 -4.05109 -0.139 0.037 -0.466 0.069
H -5.15131 4.64951 -2.86545 -0.507 0.361 -0.187 0.063
H -6.61641 -0.43598 3.49485 2.979 -1.264 2.304 0.165
H 1.66683 2.52638 -3.47284 -0.628 0.246 0.081 0.075
H 4.33744 -0.83983 -6.17168 -0.312 -0.257 -1.275 0.059
H 4.50747 0.04361 -4.68407 0.080 -2.096 -0.507 0.107
H -0.90716 0.33184 5.32475 -0.739 0.917 0.391 0.091
H -1.97597 -7.40422 0.92532 0.183 1.852 -0.092 0.111
H 2.74751 -0.85347 -1.16107 0.889 0.790 -0.987 0.137
H -0.80526 1.36282 -3.79308 1.003 -1.099 -0.294 0.114
H 2.44876 1.13254 0.55162 -0.746 -0.960 -1.627 0.037
H -3.36719 -2.26981 3.32217 0.158 -7.680 -4.711 -0.020
H 1.23649 0.85020 -1.83473 -0.178 -0.356 -0.810 0.124
H -0.41500 1.31657 3.99895 -0.383 0.430 -0.334 0.075
H 5.15249 -1.75675 -4.84466 -1.464 1.030 -0.218 0.124
H 0.63243 0.90797 5.23590 0.447 0.953 0.739 0.064
H 1.86508 -6.95555 0.55947 1.419 1.807 0.833 0.128
H -1.67789 5.55604 -0.49622 -0.894 1.113 -0.515 0.134
H 4.04894 -2.04365 -2.81283 0.071 -1.078 -0.422 0.121
H 0.48929 3.45690 1.13687 -0.009 1.181 -0.882 0.087
H -0.45728 -2.97574 -1.22765 -0.102 -0.634 1.241 0.085
H -5.40990 -0.48326 5.13809 -0.152 0.201 -0.744 0.084
H 3.17774 -3.55081 -5.17524 5.579 -4.605 1.056 0.027
H 0.24858 3.93769 -0.70341 -0.661 0.203 2.660 0.133
H -2.30815 0.20069 -2.51570 -2.006 1.337 -0.448 0.095
H 2.83705 -3.59021 0.03256 0.320 -0.820 0.321 0.102
H -5.77396 -2.02701 4.27283 -0.181 1.299 -0.018 0.092
H -3.06758 1.63535 -0.51640 2.096 -1.619 4.762 0.008
H 3.18018 0.64318 5.07315 0.372 0.971 -2.926 0.135
H -3.14903 -1.87139 4.57690 -0.136 2.323 1.289 0.104
H -0.44398 0.82889 -5.35878 -0.023 1.497 -3.894 0.036
H -3.67347 0.03500 1.47062 -0.712 -0.507 1.055 0.144
H 3.62839 -6.59651 1.24318 -1.323 -0.469 0.302 0.104
H 3.65468 -0.02341 -2.53691 2.652 2.633 -0.265 0.066
H 0.42013 0.86977 1.68319 1.885 -0.339 0.695 0.009
H 0.37976 7.02527 2.05033 -0.028 -0.458 -0.540 0.103
H -0.95615 3.40569 0.47778 -3.443 -1.144 0.062 0.018
H 1.80985 2.35257 -5.35387 0.451 -1.166 2.609 0.149
H 1.90769 -3.10003 1.24680 -2.934 2.138 0.433 0.023
H 1.63715 -3.41721 -4.88886 0.726 1.455 -0.116 0.117
H -2.42576 3.57525 6.41713 0.316 1.895 0.479 0.112
H -1.23004 -7.33495 -1.55022 -0.121 0.300 0.643 0.093
H 4.37451 4.21512 2.97112 2.025 4.428 0.101 0.040
H -0.65886 -0.33832 -4.36601 -1.083 -2.104 1.037 0.066
H 0.17088 3.84049 4.51331 -0.011 0.838 0.756 0.071
H 4.32254 2.85362 4.92231 -0.580 -0.156 -0.790 0.102
H -1.15890 -3.06970 1.58510 0.115 -2.009 -2.883 0.149
H -2.17189 -5.05990 2.27082 -0.488 -0.507 1.326 0.078
H 3.17254 -5.68680 -0.05183 -1.125 -0.923 -0.098 0.080
H 3.43406 -3.18263 1.62500 2.491 0.518 1.203 0.067
H -0.27808 4.58106 6.25351 0.885 -1.743 -1.436 0.125
H -3.83884 0.79739 -4.90483 0.483 -0.199 0.447 0.069
H 1.46807 5.77012 2.02726 5.015 -1.279 -1.075 0.018
H 1.12133 3.37064 5.87032 0.496 -0.062 0.730 0.054
H 2.27527 -0.57712 2.52790 0.562 3.512 0.710 0.152
H 0.64977 -0.87914 -2.29490 1.813 2.364 -0.570 0.175